Record 1
{"formula": "C36H59BMnN4OP2", "method": "ωB97M-V/def2-TZVPD", "multiplicity": 4, "de_lowest_kcal_mol": 0.0, "total_charge": 2, "homo_energy_ev": [-13.20, -13.13], "s_squared": 3.79, "elements": ["Mn", "C", "C", "C", "C", "P", "C", "N", "B", "N", "C", "P", "C", "C", "C", "C", "C", "C", "C", "C", "C", "C", "C", "C", "C", "C", "C", "C", "C", "C", "H", "H", "H", "H", "H", "H", "H", "H", "H", "H", "H", "H", "H", "H", "H", "H", "H", "H", "H", "H", "H", "H", "H", "H", "H", "H", "H", "H", "H", "H", "H", "H", "H", "H", "H", "H", "H", "H", "H", "H", "H", "H", "H", "H", "C", "H", "H", "H", "C", "N", "N", "C", "O", "C", "C", "C", "C", "C", "C", "C", "C", "C", "H", "H", "H", "H", "H", "H", "H", "H", "H", "H", "H", "H"], "xyz": [[-0.34053, -0.47775, 0.32801], [-0.31566, 2.03031, 2.82325], [-1.84361, 1.85443, 2.74291], [-2.13700, 0.76716, 3.80758], [-2.55230, 3.13721, 3.15626], [-2.09156, 1.20758, 1.00135], [-3.69999, 0.21424, 0.97760], [-3.35377, -1.23528, 0.94952], [-2.36012, -1.73113, -0.00889], [-1.27704, -2.40740, 0.80586], [-0.25494, -3.41620, 0.35532], [1.21681, -2.38548, 0.03483], [1.95945, -2.78874, -1.64200], [2.67452, -4.11134, -1.82151], [0.83738, -2.73388, -2.63734], [2.90137, -1.67274, -2.00504], [2.40906, -2.77766, 1.41961], [1.84783, -2.04560, 2.64402], [3.74813, -2.19918, 0.99956], [2.51413, -4.24631, 1.75205], [-1.84371, -2.61143, 2.12968], [-1.50629, -3.42614, 3.18621], [-2.39635, -3.57989, 4.22098], [-3.62065, -2.89089, 4.28155], [-3.89587, -2.00209, 3.26899], [-3.04283, -1.89506, 2.16494], [-2.43929, 2.58494, -0.13974], [-2.59078, 1.98435, -1.55777], [-1.36526, 3.62121, -0.13797], [-3.78320, 3.25672, 0.12760], [-0.07185, 2.46497, 3.79705], [0.17360, 1.04572, 2.83340], [0.16112, 2.61118, 2.04203], [-1.66165, 1.12661, 4.72097], [-3.13025, 0.49731, 4.00195], [-1.59802, -0.16607, 3.58768], [-2.35662, 3.29275, 4.21154], [-2.15544, 4.06030, 2.65345], [-3.63690, 3.14953, 3.09963], [-4.20788, 0.40306, 1.89723], [-4.31646, 0.51059, 0.17490], [-0.14637, -4.17702, 1.17816], [-0.58243, -3.86620, -0.57746], [2.01664, -4.98370, -1.57108], [2.90032, -4.17399, -2.86490], [3.60814, -4.23513, -1.27554], [0.46595, -3.75015, -2.72627], [0.07830, -2.05919, -2.46756], [1.32647, -2.50496, -3.56093], [3.79098, -1.54172, -1.38719], [3.24079, -1.82209, -3.04445], [2.47125, -0.66594, -1.91635], [1.85676, -0.98401, 2.50412], [0.86592, -2.43390, 3.02364], [2.59363, -2.13612, 3.44504], [3.60224, -1.19148, 0.61763], [4.43094, -2.20625, 1.81648], [4.19636, -2.76228, 0.15616], [1.61256, -4.65949, 2.22509], [2.73370, -4.89763, 0.87915], [3.38742, -4.35102, 2.44726], [-0.56019, -4.03938, 3.13933], [-2.10078, -4.29497, 4.99122], [-4.31099, -3.00960, 5.09845], [-4.76050, -1.38950, 3.36740], [-1.72576, 1.47381, -1.96544], [-3.36329, 1.25276, -1.63503], [-2.78498, 2.77869, -2.26880], [-0.36413, 3.22157, -0.22035], [-1.53206, 4.32768, -0.96168], [-1.34465, 4.19282, 0.78294], [-4.64955, 2.61396, -0.06186], [-3.96764, 3.67647, 1.12098], [-3.88838, 4.00986, -0.66272], [-2.38748, -1.61205, -1.56666], [-1.47987, -1.08542, -1.97871], [-3.26926, -1.11084, -1.93932], [-2.42052, -2.63234, -2.05913], [3.82841, 2.84830, -3.38732], [3.06958, 2.70295, -2.10702], [1.97640, 1.80039, -2.08123], [1.73792, 1.51366, -0.73602], [0.68361, 0.91331, -0.47226], [2.82095, 2.05811, -0.00114], [3.58811, 2.77973, -0.87986], [4.80435, 3.50917, -0.44289], [0.85755, 1.87445, -3.02229], [0.23504, 3.08804, -3.17106], [-0.71032, 3.23059, -4.17080], [-1.07605, 2.11801, -4.93659], [-0.50694, 0.84604, -4.67941], [0.43851, 0.72934, -3.69057], [3.63138, 1.96176, -4.03114], [4.85461, 2.95570, -3.23136], [3.52762, 3.77324, -3.85507], [3.03742, 2.08161, 1.04950], [5.09147, 3.20528, 0.57262], [4.67890, 4.59292, -0.52049], [5.62905, 3.26348, -1.09481], [0.48609, 3.98216, -2.58609], [-1.13868, 4.18213, -4.34214], [-1.82716, 2.17809, -5.75363], [-0.87484, -0.00520, -5.27007], [1.01990, -0.17442, -3.48773]], "lowdin_spin": [2.985, 0.004, -0.004, 0.000, -0.001, -0.020, -0.004, -0.002, 0.010, -0.017, -0.002, -0.023, -0.003, -0.002, 0.000, 0.000, -0.005, 0.004, 0.000, -0.002, 0.006, -0.001, 0.001, -0.001, 0.000, 0.000, -0.001, 0.000, 0.000, -0.001, 0.000, 0.003, 0.000, 0.000, 0.000, 0.000, 0.000, 0.000, 0.000, 0.000, 0.000, 0.000, 0.000, 0.000, 0.000, 0.000, 0.000, 0.001, 0.000, 0.000, 0.000, 0.000, 0.002, 0.000, 0.000, 0.000, 0.000, 0.000, 0.000, 0.000, -0.001, 0.000, 0.000, 0.000, 0.000, 0.000, 0.000, 0.000, 0.000, 0.000, 0.000, 0.000, 0.000, 0.000, 0.014, 0.005, 0.001, 0.001, 0.000, 0.004, 0.003, 0.006, 0.034, 0.004, 0.001, 0.000, 0.000, 0.000, 0.000, 0.000, 0.000, 0.000, 0.000, 0.000, 0.000, 0.000, 0.000, 0.000, 0.000, 0.000, 0.000, 0.000, 0.000, 0.000]}

Record 2
{"formula": "C36H59Cl44NO3", "method": "ωB97M-V/def2-TZVPD", "homo_energy_ev": -8.44, "elements": ["C", "C", "O", "C", "C", "C", "C", "C", "C", "N", "C", "C", "C", "O", "C", "C", "C", "O", "H", "H", "H", "H", "H", "H", "H", "H", "H", "H", "H", "H", "H", "H", "H", "C", "Cl", "Cl", "H", "H", "C", "Cl", "Cl", "H", "H", "C", "Cl", "Cl", "H", "H", "C", "Cl", "Cl", "H", "H", "C", "Cl", "Cl", "H", "H", "C", "Cl", "Cl", "H", "H", "C", "Cl", "Cl", "H", "H", "C", "Cl", "Cl", "H", "H", "C", "Cl", "Cl", "H", "H", "C", "Cl", "Cl", "H", "H", "C", "Cl", "Cl", "H", "H", "C", "Cl", "Cl", "H", "H", "C", "Cl", "Cl", "H", "H", "C", "Cl", "Cl", "H", "H", "C", "Cl", "Cl", "H", "H", "C", "Cl", "Cl", "H", "H", "C", "Cl", "Cl", "H", "H", "C", "Cl", "Cl", "H", "H", "C", "Cl", "Cl", "H", "H", "C", "Cl", "Cl", "H", "H", "C", "Cl", "Cl", "H", "H", "C", "Cl", "Cl", "H", "H"], "xyz": [[0.32186, -1.15820, 1.52396], [0.04485, -1.86191, 2.94071], [-0.88268, -1.09479, 3.80357], [-0.74391, 0.29695, 3.55032], [0.61363, 0.94778, 4.04098], [0.81873, 2.45295, 3.73090], [-0.26881, 3.31647, 2.96141], [0.08370, 4.84069, 2.65611], [1.51801, 4.82615, 1.85145], [1.56957, 3.71198, 0.84441], [-1.62115, 2.70343, 2.51696], [-1.83447, 1.16354, 2.82572], [-3.17774, 0.40880, 2.35495], [-3.57688, -0.69821, 2.79513], [-4.02130, 1.16157, 1.22302], [-3.83766, 2.54915, 0.95868], [-2.79874, 3.46840, 1.78047], [-3.01494, 4.70530, 1.79941], [1.11947, -0.32427, 1.60766], [0.76887, -1.91119, 0.76929], [-0.61434, -0.72921, 1.02394], [-0.39577, -2.91812, 2.71823], [1.05122, -1.92398, 3.50370], [1.41665, 0.33631, 4.59654], [1.80048, 2.95387, 4.04250], [0.29507, 5.40182, 3.62923], [-0.64590, 5.37222, 1.96203], [2.39600, 4.69873, 2.57067], [1.59016, 5.80063, 1.23648], [0.66815, 3.58268, 0.36928], [1.93309, 2.84142, 1.24839], [-4.79125, 0.54938, 0.63050], [-4.49005, 3.03119, 0.14879], [0.39258, -4.80474, 0.23524], [0.79832, -4.72105, 1.95527], [1.56160, -3.90721, -0.74262], [0.39585, -5.84721, -0.07826], [-0.59837, -4.37682, 0.08433], [2.36693, -8.22019, -0.85428], [0.64603, -8.44986, -0.51972], [3.11233, -7.14210, 0.33210], [2.86639, -9.18709, -0.81615], [2.47970, -7.78519, -1.84649], [4.32426, -6.54872, 3.63139], [4.50578, -7.99037, 4.63869], [5.72933, -5.48572, 3.77817], [4.22001, -6.85487, 2.59095], [3.43466, -6.00539, 3.94789], [5.50509, -4.05507, -1.72011], [5.06871, -5.59117, -2.47949], [4.92900, -2.68281, -2.67528], [5.05513, -4.00989, -0.72909], [6.58969, -3.99767, -1.63603], [-2.42716, -0.24454, -1.72673], [-1.72714, 1.15907, -0.91385], [-1.37056, -1.65601, -1.58440], [-3.38886, -0.47233, -1.27016], [-2.56510, -0.01093, -2.77964], [-2.87869, 2.22130, -5.39346], [-3.41559, 0.60345, -4.92248], [-2.31083, 3.14590, -3.99598], [-2.06339, 2.12793, -6.11074], [-3.71465, 2.74948, -5.85089], [0.90573, 4.52739, 6.85136], [0.45133, 3.00176, 6.06723], [0.30551, 5.92671, 5.95771], [0.48352, 4.54719, 7.85532], [1.99215, 4.58514, 6.90711], [-4.95087, 3.46094, -8.83685], [-5.47970, 1.84381, -8.35540], [-4.38324, 4.38672, -7.44247], [-4.13747, 3.36857, -9.55514], [-5.78837, 3.98638, -9.29315], [1.25683, 4.51983, -5.39541], [-0.34491, 4.90033, -6.03976], [1.93000, 3.07523, -6.15836], [1.92132, 5.36225, -5.58189], [1.17458, 4.34432, -4.32361], [-5.50101, 1.97937, 4.88752], [-7.22741, 1.72724, 5.17769], [-4.80768, 3.06408, 6.09040], [-4.98940, 1.01907, 4.94014], [-5.36883, 2.41386, 3.89720], [0.66870, 0.58854, -3.63764], [1.36580, 1.98767, -2.81216], [1.71350, -0.82897, -3.48658], [-0.29904, 0.36214, -3.19321], [0.54353, 0.82720, -4.69350], [-1.73015, -4.22144, 5.32366], [-0.34958, -5.07737, 4.62273], [-3.24548, -5.06252, 4.97711], [-1.59781, -4.16074, 6.40299], [-1.77688, -3.21823, 4.90027], [4.33308, 4.31396, -0.98302], [4.81174, 5.98556, -1.30632], [5.74170, 3.29890, -0.64370], [3.66706, 4.29664, -0.12100], [3.81567, 3.91904, -1.85611], [-6.51104, 3.35234, -2.63130], [-5.01571, 2.63437, -2.02042], [-6.36817, 3.76334, -4.34566], [-7.32402, 2.63919, -2.50327], [-6.72400, 4.25960, -2.06779], [7.16813, 0.38004, 1.75170], [7.39476, -0.99546, 0.66499], [5.48175, 0.51110, 2.26018], [7.79574, 0.24502, 2.63142], [7.45347, 1.29376, 1.23201], [1.33027, 0.27054, -8.33549], [1.64988, -1.12128, -9.37636], [-0.39088, 0.39612, -7.94845], [1.89401, 0.15751, -7.41022], [1.64461, 1.17732, -8.85017], [8.80300, -3.00003, -3.48301], [8.63279, -4.75055, -3.66185], [8.88795, -2.53653, -1.77929], [9.71621, -2.68017, -3.98260], [7.94239, -2.51266, -3.93942], [-4.64892, -4.34913, -1.29283], [-4.18337, -2.67642, -1.62446], [-3.24435, -5.32733, -0.85033], [-5.36203, -4.36132, -0.46989], [-5.10763, -4.77220, -2.18525], [2.03408, -8.28337, 7.46552], [1.58999, -9.81562, 6.70421], [1.41676, -6.90812, 6.54291], [1.61406, -8.25252, 8.46981], [3.11991, -8.21569, 7.51722], [-8.92806, 4.79730, 4.35041], [-9.34498, 6.03984, 5.53695], [-7.92663, 5.46169, 3.05361], [-8.37657, 4.00199, 4.84937], [-9.84504, 4.39746, 3.91990], [6.16751, 3.16380, 5.50118], [4.54056, 3.53871, 4.92410], [6.79478, 1.72830, 4.68601], [6.82053, 4.00960, 5.29142], [6.13587, 2.97907, 6.57385], [-4.25156, -1.20669, -10.53357], [-2.75944, -1.91799, -9.90834], [-4.10339, -0.81402, -12.25105], [-5.06493, -1.91893, -10.40257], [-4.46727, -0.29434, -9.97980]], "mulliken_charge": [0.356, -0.064, -0.418, -0.512, -0.497, -0.597, 0.786, 0.189, -0.643, -0.214, 0.311, 0.539, 0.495, -0.713, -0.292, -0.387, 0.578, -0.657, 0.090, -0.085, -0.298, 0.060, 0.132, 0.274, 0.153, -0.614, 0.350, 0.224, 0.405, 0.049, 0.188, 0.441, 0.120, 0.337, -0.055, -0.080, -0.191, -0.010, -0.398, -0.172, -0.075, 0.359, 0.261, 0.608, -0.168, -0.169, -0.253, -0.002, -0.071, -0.165, -0.091, 0.242, 0.080, -0.159, 0.237, 0.002, 0.327, -0.244, 0.454, -0.242, -0.112, 0.222, -0.418, -0.321, 0.005, -0.178, 0.346, 0.216, -0.270, -0.169, -0.119, 0.267, 0.324, -0.145, -0.127, -0.107, 0.372, 0.015, 0.275, -0.210, -0.165, 0.171, -0.091, 1.132, -0.110, -0.101, -0.849, -0.122, 0.357, -0.049, -0.181, 0.306, -0.328, 0.703, -0.191, -0.156, -0.390, 0.002, -0.497, -0.014, -0.121, 0.319, 0.327, -0.415, -0.117, -0.043, 0.303, 0.270, -0.277, -0.165, -0.077, 0.198, 0.307, -0.274, -0.143, -0.125, 0.348, 0.210, -0.445, -0.010, -0.115, 0.301, 0.317, -0.388, -0.155, -0.046, 0.333, 0.264, 0.146, -0.168, -0.151, -0.102, 0.277, -0.458, -0.064, -0.107, 0.304, 0.320, 0.189, -0.134, -0.163, 0.284, -0.160]}